*A*
The following is a quantum chemistry calculation of C4H5ClN2 as an isolated structure, from OMol25.

XYZ file:
```
12
C4H5ClN2 (the ωB97M-V functional and the def2-TZVPD basis)
Cl -3.405 -0.506 -0.040
N 0.346 -0.248 -0.190
N -0.923 -0.890 -0.080
C -1.771 0.057 0.000
C 1.593 -1.073 0.063
C -1.094 1.351 0.196
C 0.221 1.086 -0.135
H 2.226 -1.306 -0.992
H 1.019 -2.059 0.767
H 2.554 -0.392 0.774
H 0.944 1.843 -0.351
H -1.711 2.135 -0.012
```

The net charge is 0. For the HOMO-LUMO gap, the calculation gives 9.89 eV.

---

*B*
The following is a quantum chemistry calculation of one molecule with the formula C4H5ClN2, from OMol25.

XYZ file:
```
12
C4H5ClN2 (the ωB97M-V functional and the def2-TZVPD basis)
Cl 4.090 -0.791 0.327
N 2.940 0.211 -0.625
N 2.832 1.578 -0.135
C 0.524 0.553 0.544
C -0.642 0.722 -0.439
C 1.770 0.947 0.079
C -0.121 -0.621 -0.144
H 0.254 0.859 1.634
H 0.572 -0.982 -0.876
H -0.515 1.054 -1.442
H -0.887 -1.265 0.397
H -1.425 1.181 0.075
```

The structure (SMILES) is ClN1N=C1C1CC1. The net charge is 0. For the HOMO-LUMO gap, the calculation gives 9.87 eV.

---

Most stable pick: *A*. Distance to second place: 0.0599 hartree.

---

*A*
The following is a quantum chemistry calculation of one molecule with the formula C4H4N2O2, from OMol25.

XYZ file:
```
12
C4H4N2O2 (the ωB97M-V functional and the def2-TZVPD basis)
O 0.758 -0.850 -0.811
O -0.466 -2.242 0.323
N 0.614 1.479 -0.666
N -0.663 1.432 0.063
C -0.337 0.990 1.415
C -0.212 -1.147 0.068
C 1.240 0.426 -1.058
C -0.983 0.057 0.476
H 2.134 0.348 -1.638
H 0.706 0.718 1.582
H -1.036 1.396 2.132
H -2.043 -0.057 0.649
```

The structure (SMILES) is O=C1OC=NN2C[C@H]12. The net charge is 0. For the HOMO-LUMO gap, the calculation gives 10.90 eV.

---

*B*
The following is a quantum chemistry calculation of a 2-piece molecular cluster, C4H4N2O2 overall, from OMol25.

XYZ file:
```
12
C4H4N2O2 (the ωB97M-V functional and the def2-TZVPD basis)
O 2.607 -0.698 -0.637
O 1.642 1.160 0.136
N -1.506 1.972 -0.181
N -2.231 -1.263 -0.130
C 1.578 -0.223 0.215
C -1.065 -0.545 0.043
C 0.240 -0.861 0.561
C -1.471 0.840 -0.096
H -1.992 -2.406 0.372
H 0.770 1.391 1.523
H 0.571 -1.896 1.043
H -2.877 -1.010 -1.083
```

The net charge is 0. For the HOMO-LUMO gap, the calculation gives 7.70 eV.

---

*C*
The following is a quantum chemistry calculation of one molecule with the formula C4H4N2O2, from OMol25.

XYZ file:
```
12
C4H4N2O2 (the ωB97M-V functional and the def2-TZVPD basis)
O 2.718 -0.513 -0.194
O -2.225 -0.561 -0.072
N 1.399 1.307 0.016
N 0.195 1.965 0.115
C 0.112 -0.701 -0.003
C 1.448 0.038 -0.004
C -0.987 1.332 -0.176
C -1.099 -0.064 -0.238
H -2.264 -1.486 0.671
H 2.461 -1.440 0.079
H 0.092 -1.845 0.230
H -1.849 1.968 -0.425
```

The structure (SMILES) is Oc1cnnc(O)c1. The net charge is 0. For the HOMO-LUMO gap, the calculation gives 8.90 eV.

---

Most stable pick: *A*. Distance to second place: 0.0318 hartree.

---

*A*
The following is a quantum chemistry calculation of C4H4N2O2 as an isolated structure, from OMol25.

XYZ file:
```
12
C4H4N2O2 (the ωB97M-V functional and the def2-TZVPD basis)
O -1.384 1.475 -0.047
O -1.592 -1.279 -0.156
N 2.044 -0.663 -0.110
N 2.047 0.617 -0.002
C -0.312 0.734 -0.071
C 0.860 -1.351 -0.071
C 0.932 1.346 -0.076
C -0.298 -0.695 -0.146
H 0.849 -2.430 0.076
H -2.208 0.948 -0.352
H -1.890 -1.192 1.018
H 0.952 2.490 -0.065
```

The net charge is 0. For the HOMO-LUMO gap, the calculation gives 8.73 eV.

---

*B*
The following is a quantum chemistry calculation of one molecule with the formula C4H4N2O2, from OMol25.

XYZ file:
```
12
C4H4N2O2 (the ωB97M-V functional and the def2-TZVPD basis)
O 2.727 0.291 0.280
O 1.224 0.186 1.709
N -1.357 -1.504 -2.397
N 1.572 0.397 0.583
C -0.829 -0.978 -1.537
C -0.665 -0.203 -0.329
C -1.254 -0.489 0.818
C 0.533 0.756 -0.358
H 0.967 0.872 -1.344
H -1.214 0.239 1.515
H 0.218 1.735 0.128
H -1.923 -1.302 0.932
```

The structure (SMILES) is C=C(C#N)C[N+](=O)[O-]. The net charge is 0. For the HOMO-LUMO gap, the calculation gives 10.18 eV.

---

Most stable pick: *A*. Distance to second place: 0.0661 hartree.

---

*A*
The following is a quantum chemistry calculation of one molecule with the formula C4H4N2O2, from OMol25.

XYZ file:
```
12
C4H4N2O2 (the ωB97M-V functional and the def2-TZVPD basis)
O -1.156 -0.011 -1.161
O 0.263 -1.280 -2.365
N 0.563 0.812 0.168
N -0.626 1.392 0.473
C 0.303 -0.694 0.064
C 1.365 -0.242 0.959
C -0.021 -0.800 -1.292
C -1.523 0.919 -0.211
H 2.286 -0.262 0.560
H -0.479 -0.959 0.662
H 1.568 -0.257 2.113
H -2.543 1.381 0.030
```

The structure (SMILES) is O=C1OC=NN2C[C@H]12. The net charge is 0. For the HOMO-LUMO gap, the calculation gives 10.73 eV.

---

*B*
The following is a quantum chemistry calculation of one molecule with the formula C4H4N2O2, from OMol25.

XYZ file:
```
12
C4H4N2O2 (the ωB97M-V functional and the def2-TZVPD basis)
O 1.500 -0.024 -2.014
O -1.070 1.191 -0.102
N -1.825 0.722 0.968
N 1.400 -1.018 0.270
C -0.136 -0.807 0.317
C 0.180 0.601 0.133
C -1.320 -0.384 1.339
C 1.204 -0.075 -0.780
H 1.564 -1.848 -0.408
H -1.847 -0.916 2.169
H -0.319 -1.324 -0.613
H 0.563 0.807 1.055
```

The net charge is 0. For the HOMO-LUMO gap, the calculation gives 10.90 eV.

---

Most stable pick: *A*. Distance to second place: 0.0298 hartree.

---

*A*
The following is a quantum chemistry calculation of one molecule with the formula C4H4N2O2, from OMol25.

XYZ file:
```
12
C4H4N2O2 (the ωB97M-V functional and the def2-TZVPD basis)
O -0.792 0.903 -0.525
O -1.387 -1.031 0.318
N -0.150 -1.770 -0.317
N 0.351 0.429 -1.275
C 0.220 0.470 1.268
C 1.255 0.766 1.866
C 0.340 -1.081 -1.230
C -1.007 0.256 0.637
H 2.134 1.294 2.313
H 0.158 0.721 -2.093
H 0.826 -1.674 -1.925
H -1.947 0.718 0.962
```

The structure (SMILES) is C#C[C@@H]1ON=CNO1. The net charge is 0. For the HOMO-LUMO gap, the calculation gives 10.21 eV.

---

*B*
The following is a quantum chemistry calculation of one molecule with the formula C4H4N2O2, from OMol25.

XYZ file:
```
12
C4H4N2O2 (the ωB97M-V functional and the def2-TZVPD basis)
O -2.038 0.306 -0.180
O 1.984 -0.368 -0.165
N 1.024 -1.231 0.003
N -1.023 1.318 -0.018
C 1.522 0.959 0.064
C 0.098 0.718 0.166
C -1.489 -1.021 0.098
C -0.075 -0.639 0.029
H -1.812 -1.720 -0.638
H -1.777 -1.280 1.133
H 1.744 1.492 -0.852
H 1.939 1.294 1.080
```

The structure (SMILES) is C1ON=C2CON=C12. The net charge is 0. For the HOMO-LUMO gap, the calculation gives 9.18 eV.

---

Most stable pick: *B*. Distance to second place: 0.1092 hartree.

---

*A*
The following is a quantum chemistry calculation of one molecule with the formula C12H23BN2O4, from OMol25.

XYZ file:
```
42
C12H23BN2O4 (the ωB97M-V functional and the def2-TZVPD basis)
O 1.830 3.185 -0.056
O -0.937 -1.193 3.708
O 0.446 -1.433 5.540
O -0.389 2.734 0.168
N -1.693 -1.607 -2.842
N 2.652 1.064 -1.219
C -2.891 -1.591 -0.507
C 1.358 0.021 3.433
C 0.640 1.431 -2.505
C 0.480 -0.134 -0.474
C 1.552 -0.252 1.920
C 0.255 -0.207 1.093
C -0.638 0.566 -2.594
C 0.882 2.446 -0.281
C -0.715 -0.645 -3.448
C -1.619 -1.515 -1.320
C -0.812 -0.112 -1.194
C 1.177 1.189 -1.077
B 0.240 -0.825 4.314
H 2.203 -1.122 1.650
H -2.680 -1.366 0.571
H -0.901 -2.335 -0.991
H -3.395 -2.534 -0.634
H -1.430 0.570 -0.580
H -3.666 -0.884 -0.872
H 0.393 2.523 -2.605
H 0.207 -1.205 -3.509
H -0.413 -1.911 5.499
H -0.369 -1.096 1.271
H -0.289 3.628 0.536
H 1.172 -0.983 -0.645
H 3.167 0.694 -0.431
H 2.134 0.556 1.542
H -1.327 -0.894 2.834
H 1.435 1.187 -3.221
H 2.406 -0.019 3.799
H 1.010 0.999 3.716
H -1.047 -0.339 -4.441
H 3.079 1.967 -1.386
H -0.301 0.718 1.325
H -1.716 -2.548 -3.224
H -1.493 1.272 -2.866
```

The structure (SMILES) is C[C@H]1NC[C@@H]2C[C@@](N)(C(=O)O)[C@@H](CCCB(O)O)[C@@H]21. The net charge is 0. For the HOMO-LUMO gap, the calculation gives 9.01 eV.

---

*B*
The following is a quantum chemistry calculation of one molecule with the formula C12H23BN2O4, from OMol25.

XYZ file:
```
42
C12H23BN2O4 (the ωB97M-V functional and the def2-TZVPD basis)
O 1.731 0.498 -2.908
O -3.419 4.955 -0.705
O -2.065 3.485 -1.968
O -0.149 1.466 -2.300
N 1.904 -1.071 -1.018
N 1.271 -2.850 1.235
C 2.401 -3.735 1.600
C 0.644 -0.325 -0.922
C -0.476 -1.339 -1.185
C -0.774 -2.039 0.229
C 0.096 -3.282 0.369
C -1.525 3.801 0.547
C 0.334 0.182 0.545
C 0.928 -1.704 2.083
C -0.242 -1.065 1.329
C 0.698 0.663 -2.109
C -0.849 1.259 0.527
C -0.392 2.699 0.498
B -2.417 4.036 -0.778
H -1.191 -0.648 -1.596
H 0.368 -3.562 -0.682
H -1.399 1.199 -0.409
H 1.769 -0.961 2.261
H 3.408 -3.390 1.270
H 0.274 2.831 1.371
H -1.277 2.843 -2.016
H 1.286 0.582 0.966
H -0.188 -1.876 -2.067
H -1.142 4.828 0.624
H -1.810 -2.186 0.418
H 1.564 0.995 -3.700
H -0.394 -4.091 0.879
H 0.599 -2.049 3.096
H -1.456 1.092 1.410
H -0.921 -0.644 2.041
H 2.234 -4.688 1.112
H 1.932 -1.786 -0.267
H -3.813 5.061 -1.576
H 1.950 -1.640 -1.875
H 2.487 -3.962 2.724
H 0.400 2.777 -0.270
H -2.380 3.640 1.219
```

The structure (SMILES) is CN1C[C@@H]2C[C@@](N)(C(=O)O)[C@@H](CCCB(O)O)[C@@H]2C1. The net charge is 0. For the HOMO-LUMO gap, the calculation gives 8.87 eV.

---

Most stable pick: *A*. Distance to second place: 0.0074 hartree.

---

*A*
The following is a quantum chemistry calculation of one molecule with the formula C5H4FNO, from OMol25.

XYZ file:
```
12
C5H4FNO (the ωB97M-V functional and the def2-TZVPD basis)
F 2.728 0.755 0.691
O -2.776 0.456 -1.150
N -1.157 -2.535 -1.238
C 1.658 -0.197 0.746
C -0.578 -0.072 -0.440
C -0.715 -1.429 -0.881
C -1.760 0.771 -0.601
C 0.387 0.504 0.350
H -1.526 1.774 -0.116
H 2.005 -0.949 -0.004
H 0.092 1.483 0.842
H 1.642 -0.561 1.801
```

The structure (SMILES) is N#C/C(C=O)=C\CF. The net charge is 0. For the HOMO-LUMO gap, the calculation gives 9.63 eV.

---

*B*
The following is a quantum chemistry calculation of one molecule with the formula C5H4FNO, from OMol25.

XYZ file:
```
12
C5H4FNO (the ωB97M-V functional and the def2-TZVPD basis)
F -2.122 -1.160 -0.002
O 1.756 1.593 -0.003
N 3.130 -1.405 -0.005
C 0.565 -1.049 0.005
C -1.615 0.122 -0.010
C 0.553 1.437 0.001
C -0.111 0.107 0.000
C 1.993 -1.186 0.002
H -1.994 0.637 0.907
H -1.994 0.624 -0.875
H 0.007 -2.023 -0.009
H -0.169 2.303 -0.012
```

The structure (SMILES) is N#C/C=C(\C=O)CF. The net charge is 0. For the HOMO-LUMO gap, the calculation gives 9.63 eV.

---

Most stable pick: *B*. Distance to second place: 0.0292 hartree.

---

*A*
The following is a quantum chemistry calculation of one molecule with the formula C21H28N2O3S, from OMol25.

XYZ file:
```
55
C21H28N2O3S (the ωB97M-V functional and the def2-TZVPD basis)
S -2.007 -2.381 0.252
O -3.643 1.897 0.140
O 0.959 -0.015 1.527
O 1.030 -0.864 -1.153
N -0.213 0.983 -0.853
N 2.956 0.411 0.568
C 5.143 -1.542 -0.454
C 5.082 -0.208 1.601
C -4.406 -1.599 -0.184
C -1.468 1.687 -0.946
C -2.303 -1.362 -1.116
C -3.672 -2.346 0.677
C 2.205 1.471 -2.501
C -3.621 -1.036 -1.214
C -2.196 0.749 1.389
C 0.947 1.626 -0.212
C -4.270 1.530 1.275
C -3.433 0.825 2.078
C -1.181 -0.979 -2.019
C 5.860 -0.402 0.296
C 0.548 2.701 0.808
C -2.380 1.416 0.216
C -0.034 -0.285 -1.289
C 1.828 2.308 -1.281
C 3.659 -0.649 1.263
C 1.620 0.534 0.668
C 3.874 -1.863 0.352
H -4.005 -2.881 1.544
H -1.300 0.257 1.714
H 2.729 2.680 -0.788
H 2.910 2.025 -3.118
H 4.025 -2.750 0.967
H 5.118 0.820 1.961
H 1.281 3.186 -1.638
H 2.649 0.519 -2.225
H -0.164 2.302 1.523
H -1.555 -0.356 -2.835
H 6.905 -0.640 0.489
H 3.058 -0.891 2.141
H 5.478 -0.860 2.379
H 3.003 -2.024 -0.279
H 5.840 0.516 -0.294
H -1.267 2.761 -1.012
H -3.658 0.406 3.037
H 3.409 0.733 -0.271
H 1.441 3.003 1.351
H -4.025 -0.415 -1.995
H -5.293 1.832 1.385
H 0.129 3.586 0.335
H 1.326 1.257 -3.104
H -5.467 -1.449 -0.094
H -1.988 1.410 -1.868
H -0.739 -1.881 -2.453
H 4.888 -1.234 -1.468
H 5.780 -2.422 -0.535
```

The structure (SMILES) is CC[C@](C)(C(=O)NC1CCCC1)N(Cc1ccco1)C(=O)Cc1cccs1. The net charge is 0. For the HOMO-LUMO gap, the calculation gives 8.69 eV.

---

*B*
The following is a quantum chemistry calculation of one molecule with the formula C21H28N2O3S, from OMol25.

XYZ file:
```
55
C21H28N2O3S (the ωB97M-V functional and the def2-TZVPD basis)
S 2.164 1.397 1.266
O 2.447 -3.957 0.107
O 0.053 3.259 -0.987
O -2.064 1.164 0.976
N 0.010 1.011 -0.703
N 2.133 -1.344 -0.956
C 2.289 0.081 -1.258
C -4.240 1.015 -1.996
C -1.353 2.356 0.750
C -3.352 -1.219 1.570
C 4.264 1.283 -0.184
C 3.602 2.135 1.847
C -4.630 -0.869 -0.580
C -3.002 0.770 0.049
C -2.676 -2.540 1.192
C 1.672 -1.679 0.381
C 2.960 0.887 -0.188
C -4.919 -0.159 -1.732
C 2.960 -3.615 -1.158
C 0.950 0.688 -1.739
C -0.360 2.274 -0.415
C 3.323 -2.130 -1.238
C -4.602 -1.472 2.414
C 1.322 -3.168 0.408
C 4.631 2.000 0.976
C -3.280 1.479 -1.113
C -3.679 -0.426 0.325
H -4.329 -1.966 3.344
H -5.310 -2.106 1.887
H -5.666 -0.523 -2.420
H 3.844 -4.236 -1.310
H -2.651 -0.631 2.168
H 1.161 1.628 -2.256
H 0.521 -3.366 -0.321
H -0.774 2.524 1.664
H 3.673 -1.905 -2.247
H 3.588 2.629 2.798
H -4.448 1.577 -2.894
H -5.094 -0.533 2.654
H 2.214 -3.840 -1.935
H 0.992 -3.469 1.404
H -5.156 -1.791 -0.383
H 4.944 1.074 -0.991
H -2.395 -3.088 2.088
H 2.946 0.120 -2.136
H 2.449 -1.491 1.141
H -3.348 -3.161 0.605
H -2.018 3.215 0.601
H 5.616 2.395 1.147
H -1.778 -2.358 0.606
H 0.789 -1.094 0.637
H 4.134 -1.915 -0.521
H -0.426 0.260 -0.190
H -2.750 2.388 -1.346
H 0.499 -0.023 -2.438
```

The structure (SMILES) is CC(C)c1ccccc1OCC(=O)NC[C@@H](c1cccs1)N1CCOCC1. The net charge is 0. For the HOMO-LUMO gap, the calculation gives 9.27 eV.

---

Most stable pick: *A*. Distance to second place: 0.0233 hartree.